46
Properties=species:S:1:pos:R:3 method="wB97M-V/def2-TZVPD" total_energy_ha=-1683.73764 fmax_ev_per_a=4.15 homo_lumo_gap_ev=7.37 e_homo_ev=-8.8 spin_multiplicity=1
C 0.90621 -2.21429 2.97104
C 1.01461 -1.15949 1.80070
C 0.93633 0.25070 2.46490
C -0.11156 -1.43022 0.74410
C -0.50030 -0.20239 -0.07554
C -0.06681 0.01871 -1.33251
C 0.76212 -0.97067 -2.15660
C 2.20313 -0.24641 -2.24632
C 3.21723 -0.93573 -3.34967
O 2.45722 0.46411 -3.43081
C -0.37941 1.36392 -2.03279
O -0.49021 1.46787 -3.20439
C -0.47361 2.57817 -1.07211
S -0.00855 4.24137 -1.60175
O -1.22694 4.98058 -1.68930
O 0.95519 4.86645 -0.74767
F 0.66649 4.14048 -3.05684
C -0.92186 2.35144 0.15764
C -0.99263 3.36663 1.31915
O -2.35288 3.73047 1.60628
O -2.98897 3.82365 0.37325
C -1.40569 0.91152 0.48555
O -2.37640 0.70677 1.13436
H 1.30400 -3.18777 2.62891
H 1.49705 -1.79782 3.81374
H -0.13748 -2.30020 3.34252
H 2.01824 -1.27168 1.33841
H 1.55778 0.28431 3.38574
H -0.10390 0.46124 2.81085
H 1.24680 1.08117 1.79286
H -1.01390 -1.73213 1.31244
H 0.18560 -2.31298 0.15469
H 0.95373 -1.93720 -1.66928
H 0.40389 -1.03301 -3.19772
H 2.66180 0.12014 -1.28649
H 3.95622 -0.45575 -4.02560
H 3.99189 -0.96540 -2.48910
H -0.60307 2.82770 2.21618
H -0.34873 4.25578 1.18276
H -3.65443 3.11154 0.37471
C -1.95478 -4.79194 -0.00815
O -2.07357 -3.58856 0.74537
H -0.95989 -4.82731 -0.44860
H -2.08984 -5.65778 0.64429
H -2.70161 -4.81013 -0.80526
H -2.95851 -3.57585 1.12606